No. 1
Molecular formula: C12H15N
Method: DFT, ωB97M-V with the def2-TZVPD basis set

## Properties
2S+1 ... 1
Net charge ... 0
Calculated total energy ... -14172.34403 eV
Structure (SMILES) ... C=C=CCN(C)Cc1ccccc1
Maximum force ... 7.9 eV/Å
LUMO energy ... 0.812 eV

XYZ file:
```
28
Properties=species:S:1:pos:R:3:mulliken_charge:R:1
C 3.91526 0.96906 0.12582 -0.91
C 2.99271 0.13099 -0.46416 0.00
C 2.28446 -0.87651 -0.68381 -0.05
C 0.91300 -0.89572 -1.26625 -0.47
N 0.03343 -1.84068 -0.69415 -0.01
C -1.17727 -1.92803 -1.47632 -1.00
C -0.23687 -1.38415 0.68002 -1.74
C -0.79382 -0.06848 0.79118 1.04
C -2.23810 0.03777 0.79923 -0.53
C -2.86293 1.33837 0.74593 -0.52
C -2.07653 2.44708 0.94799 -0.10
C -0.68152 2.36744 1.00666 -0.67
C -0.03447 1.12963 0.93954 0.00
H 4.06564 1.01541 1.21248 0.29
H 4.61741 1.47758 -0.62410 0.22
H 2.98296 -1.91433 -0.69623 0.19
H 0.61338 0.21439 -1.14922 0.35
H 0.99715 -1.09357 -2.31308 0.50
H -1.61820 -0.87484 -1.64046 0.36
H -1.00884 -2.32200 -2.52727 0.32
H -1.81799 -2.67883 -1.04754 0.33
H -0.85453 -1.98232 1.35403 0.53
H 0.66441 -1.36837 1.10660 0.66
H -2.85943 -0.82096 0.67093 0.38
H -4.01310 1.23567 0.59833 0.23
H -2.55420 3.49209 1.24963 0.23
H -0.28416 3.34329 1.56600 0.17
H 1.03218 0.85001 0.78821 0.20
```

=====

No. 2
Molecular formula: C12H15N3O2S
Method: DFT, ωB97M-V with the def2-TZVPD basis set

## Properties
2S+1 ... 1
Net charge ... 0
Calculated total energy ... -32088.45863 eV
Structure (SMILES) ... CCc1cc2c(=O)[nH]c(N3CCOCC3)nc2s1
Maximum force ... 0.7 eV/Å
LUMO energy ... 0.618 eV

XYZ file:
```
33
Properties=species:S:1:pos:R:3:mulliken_charge:R:1
C 0.28898 4.20740 -3.88821 -1.22
C 1.15752 3.84863 -2.68553 -0.28
C 0.67448 2.63098 -1.96869 0.57
C -0.59207 2.19670 -1.77144 -1.22
C -0.65818 0.99509 -1.01697 0.41
C -1.81323 0.24857 -0.60587 0.15
O -2.98535 0.47940 -0.81887 -0.71
N -1.46735 -0.88920 0.14786 0.08
C -0.19388 -1.27393 0.45306 0.69
N 0.01723 -2.44755 1.10830 -0.06
C -1.02000 -3.17164 1.80719 -1.02
C -1.18868 -2.57021 3.22119 -0.33
O -0.01746 -1.88973 3.61037 -0.43
C 1.15157 -2.59651 3.26592 -0.35
C 1.31399 -2.65957 1.72750 -0.82
N 0.84522 -0.58389 0.06815 -0.52
C 0.59503 0.52689 -0.64427 0.35
S 1.85150 1.56204 -1.22321 -0.30
H -0.71605 4.47403 -3.57360 0.29
H 0.22463 3.36626 -4.57406 0.34
H 0.71862 5.05489 -4.41680 0.37
H 1.17499 4.69282 -1.98775 0.25
H 2.18570 3.67693 -3.01166 0.37
H -1.47343 2.68958 -2.13717 0.39
H -2.26363 -1.42472 0.46581 0.13
H -0.68126 -4.21032 1.87553 0.37
H -1.96169 -3.17127 1.25935 0.45
H -1.98152 -1.81951 3.24752 0.30
H -1.42780 -3.36685 3.94269 0.35
H 1.97588 -2.04729 3.72072 0.34
H 1.11814 -3.60802 3.69739 0.28
H 1.70089 -3.63588 1.41963 0.35
H 1.97556 -1.87537 1.36345 0.42
```

=====

No. 3
Molecular formula: C12H15N5O2
Method: DFT, ωB97M-V with the def2-TZVPD basis set

## Properties
2S+1 ... 1
Net charge ... 0
Calculated total energy ... -24231.12842 eV
Structure (SMILES) ... Cc1ccc(-c2nnn(CC(=O)NCC3CC3)n2)o1
Maximum force ... 1.5 eV/Å
LUMO energy ... 0.605 eV

XYZ file:
```
34
Properties=species:S:1:pos:R:3:mulliken_charge:R:1
C -5.55353 -0.31293 0.71285 -1.26
C -4.24835 -0.15358 0.02244 0.51
C -3.74673 -0.73692 -1.11013 -0.64
C -2.45433 -0.20648 -1.29188 -0.42
C -2.25701 0.66858 -0.25168 0.79
C -1.12217 1.47978 0.06191 0.04
N -1.01507 2.30630 1.12347 -0.29
N 0.14934 2.84049 1.06000 -0.81
N 0.74500 2.36865 -0.00281 1.11
C 2.08324 2.69108 -0.37866 -0.70
C 3.00278 1.44749 -0.30426 0.73
O 4.06848 1.48135 0.26538 -0.65
N 2.50588 0.39403 -0.96912 -0.08
C 3.07405 -0.93476 -0.84931 -1.08
C 2.18007 -1.81886 -0.00941 0.18
C 2.78225 -2.81209 0.93769 -0.64
C 2.12307 -1.57814 1.47042 -0.54
N -0.00621 1.50957 -0.67057 -0.82
O -3.34821 0.69663 0.54305 -0.39
H -6.06720 0.64560 0.77382 0.30
H -6.17420 -1.01941 0.17025 0.33
H -5.40163 -0.67380 1.72938 0.30
H -4.24135 -1.45379 -1.73296 0.46
H -1.75931 -0.42659 -2.07563 0.54
H 2.45248 3.45004 0.31207 0.35
H 2.09769 3.07420 -1.40343 0.28
H 1.55051 0.45469 -1.30757 0.34
H 3.20435 -1.35609 -1.85135 0.25
H 4.05242 -0.81838 -0.37833 0.43
H 1.25393 -2.09633 -0.49986 0.39
H 2.28486 -3.76093 1.06781 0.26
H 3.85820 -2.87440 0.98808 0.24
H 1.17252 -1.67326 1.97281 0.26
H 2.75415 -0.80172 1.87557 0.22
```

=====

No. 4
Molecular formula: C12H15NO5P
Method: DFT, ωB97M-V with the def2-TZVPD basis set

## Properties
2S+1 ... 1
Net charge ... -1
Calculated total energy ... -33703.74380 eV
Maximum force ... 1.0 eV/Å
LUMO energy ... 1.513 eV

XYZ file:
```
34
Properties=species:S:1:pos:R:3:mulliken_charge:R:1
C -3.29031 2.58540 -1.02665 -0.96
P -3.26958 0.94741 -1.88987 -0.06
O -3.91341 -0.03839 -0.72880 -0.49
C -1.47415 0.60782 -1.76068 0.55
C -0.86222 0.22712 -0.55509 0.18
C 0.50471 -0.01309 -0.42838 0.01
C 1.18636 -0.43552 0.85004 -0.64
C 0.37450 -0.44296 2.14696 -0.08
O 0.86980 0.54087 3.07155 -0.54
C 1.22593 0.13613 -1.61384 0.43
C 0.63002 0.50122 -2.81292 -0.38
C -0.72413 0.75078 -2.91682 -0.84
C 1.67043 0.54815 -3.87343 0.10
O 1.54445 0.93611 -5.00489 -0.57
N 2.89558 0.10808 -3.29292 -0.26
C 2.68152 -0.05469 -1.87184 0.22
O 3.57699 -0.23212 -1.09527 -0.53
H -2.31086 2.86632 -0.63915 0.32
H -3.62148 3.33509 -1.74677 0.32
H -4.00048 2.53634 -0.19995 0.31
H -3.25794 -0.53336 -0.22622 0.35
H -1.48397 0.11754 0.32397 0.53
H 1.60941 -1.43131 0.68641 0.45
H 2.04599 0.21974 1.00980 0.45
H -0.69032 -0.23733 1.99386 0.06
H 0.47047 -1.44418 2.60882 0.04
H 0.51517 1.39333 2.80620 0.28
H -1.16587 1.02551 -3.86596 0.45
H 3.23613 -0.73041 -3.74849 0.28
C 1.01093 -2.76087 4.74118 -0.57
O 1.32704 -2.86655 3.43663 -0.85
H 1.86866 -2.51780 5.42484 0.13
H 0.25538 -1.96081 4.99065 0.12
H 0.56525 -3.68358 5.20701 0.20
```

=====

No. 5
Molecular formula: C12H15O12SZr
Method: DFT, ωB97M-V with the def2-TZVPD basis set

## Properties
2S+1 ... 1
Net charge ... -1
Calculated total energy ... -49383.75930 eV
Maximum force ... 1.2 eV/Å
LUMO energy ... 2.637 eV

XYZ file:
```
41
Properties=species:S:1:pos:R:3:mulliken_charge:R:1
Zr -0.56801 -0.20690 -0.19082 1.73
O 2.68840 0.41011 2.32625 -0.69
C 2.12315 0.38172 1.25816 -0.07
O 1.15517 -0.46041 0.95692 -0.53
C 2.51076 1.34223 0.13677 0.11
C 2.38416 0.69044 -1.24272 0.05
C 3.10134 1.50567 -2.31166 -1.08
C 2.15439 2.71823 -2.47795 -1.07
C 1.06536 2.39859 -1.46395 -0.08
O 0.98375 0.94899 -1.55291 -0.26
C 1.55632 2.59196 -0.02650 0.15
C 0.36825 2.63907 0.92298 -0.03
O 0.24468 3.51093 1.75050 -0.70
O -0.50636 1.67390 0.73497 -0.70
H 3.52749 1.67138 0.34347 0.52
H 2.55072 -0.38162 -1.26616 0.59
H 3.18300 0.93652 -3.23564 0.35
H 4.10389 1.78098 -1.98490 0.40
H 1.73782 2.76036 -3.48264 0.36
H 2.62822 3.67500 -2.25984 0.40
H 0.08287 2.81163 -1.67470 0.63
H 2.11307 3.51967 0.08943 0.50
O -0.89354 -1.83894 -3.83703 -0.67
S -1.11354 -1.56637 -2.45477 1.21
O -2.11368 -2.40044 -1.77375 -0.75
O -1.46178 -0.10392 -2.16307 -0.55
O 0.16312 -1.67259 -1.59439 -0.46
C -1.62790 -1.76107 3.09951 -1.65
C -2.25207 -2.04180 1.74666 1.82
C -3.06223 -3.32181 1.73646 -1.79
O -1.16092 -2.15868 0.78895 -0.54
C -3.11816 -0.83980 1.33170 0.39
O -4.19989 -0.65625 1.84229 -0.69
O -2.55044 -0.06709 0.44633 -0.66
H -1.03755 -2.61677 3.42903 0.39
H -2.42539 -1.56764 3.81633 0.40
H -0.96821 -0.89209 3.07219 0.28
H -2.46666 -4.14755 2.12863 0.39
H -3.39342 -3.57172 0.72668 0.44
H -3.94656 -3.17766 2.35514 0.39
H -1.55964 -2.51626 -0.04592 0.47
```

=====

No. 6
Molecular formula: C12H15O6OsS
Method: DFT, ωB97M-V with the def2-TZVPD basis set

## Properties
2S+1 ... 1
Net charge ... +3
Calculated total energy ... -38240.37076 eV
Maximum force ... 2.9 eV/Å
LUMO energy (alpha / beta) ... -14.314 / -14.222 eV

XYZ file:
```
35
Properties=species:S:1:pos:R:3:mulliken_charge:R:1
Os 1.84489 1.14066 -0.42201 1.29
O 3.82328 4.72831 -0.48389 -0.30
C 3.30385 3.60941 -0.19252 0.70
O 2.44825 3.01872 -0.91791 -0.47
C 3.74825 2.96400 1.09611 -0.26
O 2.97405 1.74513 1.22341 -0.53
C 2.25369 1.46030 2.48582 -0.07
C 0.80991 1.05774 2.18229 0.35
O 0.02518 0.73051 3.00076 -0.34
O 0.46471 1.05682 0.83802 -0.44
H 3.53057 5.11496 -1.33604 0.44
H 3.57688 3.63095 1.94321 0.41
H 4.81023 2.71076 1.04882 0.38
H 2.26105 2.34065 3.12929 0.40
H 2.77429 0.64017 2.97751 0.35
C -5.20417 -1.29308 -0.69974 -1.38
C -3.74550 -1.39057 -0.64344 0.90
C -2.94672 -1.30078 -1.83078 -1.06
C -1.59088 -1.42173 -1.76646 -0.39
C -0.98733 -1.64079 -0.50285 0.81
C -1.73205 -1.68374 0.69382 -0.24
C -3.09475 -1.57198 0.61989 -0.79
S 0.73434 -1.91688 -0.32371 0.44
C 1.09571 -3.15544 -1.55109 -1.07
O 1.46373 -0.61878 -1.01250 -0.29
H -5.60242 -1.22822 -1.70738 0.39
H -5.52822 -0.41310 -0.11902 0.37
H -5.65980 -2.13344 -0.15593 0.39
H -3.44080 -1.15163 -2.78256 0.40
H -0.99526 -1.36173 -2.66811 0.37
H -1.24228 -1.82622 1.64919 0.48
H -3.69972 -1.62898 1.51667 0.47
H 0.77540 -2.83326 -2.53982 0.39
H 0.57811 -4.06391 -1.23548 0.44
H 2.17351 -3.31482 -1.51358 0.46
```

=====

Q: The lowest calculated total energy belongs to which entry?
A: C12H15O12SZr